{"formula": "C3H6O", "method": "ωB97M-V with the def2-TZVPD basis set", "species": ["C", "C", "C", "O", "H", "H", "H", "H", "H", "H"], "coordinates": [[1.529, -0.569, 0.071], [0.799, 0.589, -0.034], [-0.656, 0.600, 0.091], [-1.330, -0.681, -0.080], [2.591, -0.465, -0.426], [1.018, -1.526, 0.334], [1.148, 1.595, -0.314], [-1.029, 1.381, -0.664], [-0.867, 1.108, 1.137], [-2.254, -0.364, -0.198]], "atomic_forces_ev_per_a": [[0.6, 2.4, -1.9], [1.1, -2.4, -0.2], [-1.7, 1.8, 1.2], [-0.3, 2.2, 0.2], [-2.0, -0.8, 1.7], [0.8, 0.9, -0.4], [0.5, -0.8, 0.1], [0.2, -1.2, 0.8], [-0.1, -1.1, -1.6], [0.8, -0.9, 0.1]], "lowdin_charge": [0.00, -0.22, -0.32, -0.09, 0.09, 0.07, 0.10, 0.13, 0.14, 0.09], "charge": 0, "homo_energy_ev": -9.28, "gap_ha": 0.37323, "e_above_lowest_ev": 1.817, "smiles": "C=CCO", "fmax_ev_per_a": 3.1}